Formula: C3H9N3S
Source: the Open Molecules 2025 dataset
Level of theory: ωB97M-V with the def2-TZVPD basis set

Output
Gap between HOMO and LUMO in eV: 8.909
Energy relative to the best compared isomer or geometry (same formula, charge and spin) in kJ/mol: 205.3
HOMO energy in hartree: -0.30412
SMILES: CCN(S)/C=N\N

Bonds (Å) are listed after each position.
Positions of all 16 atoms, in Å:
1 S -0.92 2.09 -0.07  N2 1.753, H8 1.364
2 N -0.15 0.52 -0.04  S1 1.753, C5 1.416, C6 1.475
3 N -2.66 -0.63 -0.66  N4 1.387, H11 1.006, H12 0.987
4 N -1.90 -1.05 0.42  N3 1.387, C5 1.273
5 C -0.73 -0.60 0.61  N2 1.416, N4 1.273, H9 1.089
6 C 1.32 0.59 0.03  N2 1.475, C7 1.544, H13 1.101, H14 1.102
7 C 2.09 -0.67 -0.40  C6 1.544, H10 1.084, H15 1.104, H16 1.097
8 H -1.06 2.28 1.27  S1 1.364
9 H -0.08 -1.21 1.24  C5 1.089
10 H 3.17 -0.57 -0.41  C7 1.084
11 H -2.60 0.36 -0.87  N3 1.006
12 H -3.58 -0.96 -0.54  N3 0.987
13 H 1.64 1.43 -0.61  C6 1.101
14 H 1.69 0.88 1.03  C6 1.102
15 H 1.96 -1.44 0.38  C7 1.104
16 H 1.81 -1.02 -1.40  C7 1.097

---

Formula: C8H17NO2Si
Source: the Open Molecules 2025 dataset
Level of theory: ωB97M-V with the def2-TZVPD basis set

Output
Gap between HOMO and LUMO (spin up / spin down) in eV: 7.934 / 7.274
Energy relative to the best compared isomer or geometry (same formula, charge and spin) in kJ/mol: 430.4
HOMO energy (spin up / spin down) in hartree: -0.29284 / -0.26115

Bonds (Å) are listed after each position.
Positions of all 29 atoms, in Å:
1 Si 0.76 0.72 -1.00  C7 1.967, C9 1.910, C11 1.871, C12 1.940
2 O 0.05 1.51 2.89  C10 1.371, H13 0.992
3 O 1.86 1.28 1.49  C10 1.249
4 N -1.48 0.22 0.62  C5 1.431, C11 1.350, H25 0.990
5 C -2.15 -0.32 1.76  N4 1.431, C6 1.617, H22 1.113, H29 1.058
6 C -1.42 -1.72 2.13  C5 1.617, C8 1.438, H14 1.082, H24 1.131
7 C 1.34 2.51 -1.56  Si1 1.967, H20 1.130, H23 1.054, H27 1.104
8 C -0.03 -1.53 2.44  C6 1.438, H18 1.101, H26 1.126
9 C 2.33 -0.36 -0.92  Si1 1.910, H16 1.102, H19 1.127, H21 1.112
10 C 0.63 1.24 1.68  O2 1.371, O3 1.249, C11 1.481
11 C -0.24 0.76 0.58  Si1 1.871, N4 1.350, C10 1.481
12 C -0.54 0.17 -2.34  Si1 1.940, H15 1.095, H17 1.031, H28 1.077
13 H 0.43 2.33 3.31  O2 0.992
14 H -1.74 -2.46 1.41  C6 1.082
15 H -0.05 0.02 -3.31  C12 1.095
16 H 2.75 -0.77 -1.85  C9 1.102
17 H -1.01 -0.73 -2.15  C12 1.031
18 H 0.91 -1.82 1.95  C8 1.101
19 H 3.22 0.15 -0.44  C9 1.127
20 H 0.84 3.25 -0.86  C7 1.130
21 H 2.09 -1.21 -0.24  C9 1.112
22 H -3.26 -0.43 1.79  C5 1.113
23 H 2.35 2.79 -1.41  C7 1.054
24 H -2.23 -1.98 2.87  C6 1.131
25 H -1.82 -0.22 -0.20  N4 0.990
26 H 0.02 -0.75 3.25  C8 1.126
27 H 1.13 2.68 -2.63  C7 1.104
28 H -1.31 0.91 -2.46  C12 1.077
29 H -1.92 0.22 2.64  C5 1.058

---

Formula: C5H5Cl15
Source: the Open Molecules 2025 dataset
Level of theory: ωB97M-V with the def2-TZVPD basis set

Output
Gap between HOMO and LUMO in eV: 11.358
Energy relative to the best compared isomer or geometry (same formula, charge and spin) in kJ/mol: 9.8
HOMO energy in hartree: -0.40809
SMILES: ClC(Cl)Cl.ClC(Cl)Cl.ClC(Cl)Cl.ClC(Cl)Cl.ClC(Cl)Cl

Bonds (Å) are listed after each position.
Positions of all 25 atoms, in Å:
1 Cl 5.70 0.47 -0.67  C18 1.752
2 Cl -1.64 -1.47 4.38  C20 1.774
3 Cl 4.28 1.74 -2.83  C18 1.760
4 Cl 0.96 -4.48 0.75  C19 1.768
5 Cl -1.54 -0.64 -0.22  C16 1.764
6 Cl 0.86 -0.60 -1.84  C16 1.802
7 Cl -5.24 4.02 -1.33  C17 1.763
8 Cl 0.55 1.25 0.37  C16 1.729
9 Cl 3.78 -4.16 -0.03  C19 1.774
10 Cl 4.43 -1.21 -2.68  C18 1.791
11 Cl -3.45 2.37 0.23  C17 1.745
12 Cl -2.47 1.13 3.31  C20 1.772
13 Cl 2.47 -2.14 1.59  C19 1.777
14 Cl -3.13 2.54 -2.63  C17 1.820
15 Cl -4.46 -0.91 3.80  C20 1.765
16 C -0.29 0.41 -0.89  Cl5 1.764, Cl6 1.802, Cl8 1.729, H22 1.083
17 C -3.59 3.46 -1.13  Cl7 1.763, Cl11 1.745, Cl14 1.820, H25 1.081
18 C 4.35 0.34 -1.78  Cl1 1.752, Cl3 1.760, Cl10 1.791, H23 1.082
19 C 2.24 -3.35 0.31  Cl4 1.768, Cl9 1.774, Cl13 1.777, H24 1.081
20 C -2.79 -0.61 3.34  Cl2 1.774, Cl12 1.772, Cl15 1.765, H21 1.080
21 H -2.67 -0.96 2.32  C20 1.080
22 H -0.77 1.12 -1.54  C16 1.083
23 H 3.42 0.24 -1.25  C18 1.082
24 H 1.88 -2.83 -0.57  C19 1.081
25 H -2.89 4.28 -1.02  C17 1.081